[1]
Computed, not measured: 2 unconnected molecules or ions with the total composition C4H8N3O3, with wB97M-V/def2-TZVPD.

XYZ file:
```
18
Properties=species:S:1:pos:R:3:forces:R:3:nbo_charge:R:1
C 1.499 -1.198 -0.400 -0.358 0.029 0.494 0.71
C 0.047 0.574 -0.547 3.300 1.602 2.988 0.75
C 2.223 -0.052 0.272 0.351 -0.941 1.531 -0.55
C 1.325 1.151 0.159 -1.694 1.624 -0.391 -0.48
N -2.707 -0.494 -0.301 -0.274 1.719 -2.210 0.08
N -3.907 -0.536 -0.243 -1.264 -1.047 1.509 -0.25
N 0.149 -0.694 -0.660 -0.628 -2.335 -3.380 -0.59
O 1.827 -2.295 -0.687 0.017 0.073 -0.014 -0.45
O -0.906 1.344 -0.741 -3.404 0.511 -0.770 -0.59
O -1.805 -0.758 0.617 -2.083 -3.157 5.802 -0.53
H 2.412 -0.295 1.364 -0.232 -0.019 -1.321 0.28
H 3.192 -0.039 -0.196 0.437 0.538 -0.168 0.28
H 1.666 1.933 -0.617 -0.202 -0.762 1.749 0.28
H 0.971 1.601 1.232 0.970 -0.784 -2.931 0.28
H -1.851 0.853 -0.818 1.912 0.513 -0.439 0.51
H -4.328 -0.926 0.662 0.726 0.343 -0.790 0.32
H -0.544 -1.201 -1.284 1.339 0.330 1.284 0.45
H -2.216 -1.263 1.512 1.088 1.763 -2.944 0.48
```
Forces are in eV/Å.

Values from the calculation:
E_LUMO, eV: -3.96
Energy relative to the best compared isomer or geometry (same formula, charge and spin), kcal/mol: 15.03
Charge: +1
F_max, eV Å⁻¹: 6.926

=====

[2]
Computed, not measured: a molecular structure, C24H43N9S2SiSn, with wB97M-V/def2-TZVPD.

XYZ file:
```
80
Properties=species:S:1:pos:R:3:forces:R:3:lowdin_charge:R:1
Sn -0.342 0.676 0.295 0.173 -0.737 0.455 1.23
C -2.758 3.595 4.776 0.044 -0.063 -0.117 -0.36
S -2.671 1.833 4.341 -0.098 0.021 -0.025 0.84
C -2.013 1.992 2.702 -0.129 0.250 -0.109 -1.07
S -0.287 1.811 2.574 0.095 -0.231 -0.903 0.69
N -2.808 2.234 1.722 -0.289 -0.168 0.514 -0.04
N -2.198 2.301 0.501 0.422 -0.324 -0.144 -0.14
C -2.569 3.224 -0.290 0.068 0.050 0.035 -0.03
C -1.875 3.412 -1.559 0.067 0.125 -0.221 -0.26
C -2.308 4.367 -2.464 -0.137 -0.006 0.065 0.01
C -1.577 4.568 -3.625 0.070 -0.044 -0.098 -0.01
C -0.440 3.808 -3.829 -0.038 0.045 -0.009 -0.01
C -0.081 2.877 -2.861 0.009 0.047 0.153 -0.12
N -0.773 2.677 -1.749 0.127 -0.121 0.178 0.07
H -3.236 3.633 5.752 -0.003 0.004 0.005 0.04
H -1.759 4.017 4.843 -0.018 0.036 0.026 0.04
H -3.365 4.127 4.048 -0.033 0.020 0.041 0.04
H -3.353 3.923 -0.009 -0.024 -0.061 0.110 0.15
H -3.202 4.942 -2.260 0.012 0.003 0.006 0.13
H -1.885 5.306 -4.353 -0.016 0.007 0.019 0.13
H 0.171 3.935 -4.712 -0.001 -0.014 0.009 0.12
H 0.808 2.280 -2.976 -0.042 0.098 0.074 0.07
C -3.555 -0.252 -0.539 0.142 0.152 -0.016 -0.04
N -3.058 -1.602 -0.385 0.050 -0.146 0.131 -0.09
C -3.954 -2.692 -0.773 0.005 -0.045 -0.018 -0.09
C -3.404 -3.884 -0.006 0.064 -0.001 -0.011 -0.09
N -2.473 -3.273 0.947 -0.053 -0.020 0.096 -0.06
C -1.856 -4.157 1.927 0.080 -0.060 -0.054 -0.02
C -2.248 -1.975 0.653 0.075 -0.050 -0.157 -0.32
N -1.370 -1.140 1.186 -0.224 0.590 -0.077 -0.03
C -0.527 -1.503 2.325 0.015 -0.015 0.116 -0.23
C 0.917 -1.696 1.900 0.001 0.018 0.024 -0.21
N 1.453 -0.450 1.344 -0.140 0.187 -0.065 -0.03
C 2.748 -0.216 1.369 -0.084 -0.056 -0.111 -0.36
N 3.772 -1.047 1.712 0.145 0.024 -0.049 -0.07
C 3.782 -2.268 2.509 -0.086 -0.029 0.000 -0.03
C 5.055 -0.335 1.659 -0.060 0.037 0.076 -0.09
C 4.728 0.938 0.894 -0.010 -0.040 -0.025 -0.10
N 3.272 0.962 0.952 0.158 0.125 0.168 -0.10
C 2.543 2.087 0.437 -0.141 -0.071 0.109 -0.06
H -4.591 -0.293 -0.870 0.017 0.003 -0.036 0.11
H -2.990 0.315 -1.285 -0.032 0.008 -0.018 0.07
H -3.530 0.270 0.413 -0.045 0.040 0.066 0.07
H -3.929 -2.846 -1.851 -0.027 0.004 -0.003 0.13
H -4.981 -2.460 -0.483 0.021 0.039 0.044 0.13
H -2.860 -4.573 -0.656 -0.001 -0.023 0.017 0.13
H -4.174 -4.441 0.525 -0.019 -0.001 -0.019 0.13
H -2.272 -5.149 1.773 0.010 -0.005 -0.037 0.10
H -2.095 -3.861 2.947 -0.039 -0.046 -0.008 0.10
H -0.775 -4.228 1.804 -0.014 -0.023 -0.013 0.09
H -0.866 -2.388 2.845 -0.025 0.121 -0.027 0.09
H -0.565 -0.685 3.042 -0.014 -0.064 0.075 0.07
H 0.978 -2.499 1.153 0.009 -0.063 0.071 0.12
H 1.456 -2.007 2.790 0.018 0.014 -0.018 0.11
H 3.156 -3.045 2.081 0.022 -0.002 -0.022 0.09
H 3.496 -2.090 3.548 0.018 0.014 -0.001 0.10
H 4.805 -2.637 2.508 -0.001 -0.016 -0.030 0.10
H 5.796 -0.953 1.155 0.024 0.012 0.011 0.13
H 5.408 -0.122 2.672 -0.006 -0.008 0.006 0.14
H 5.075 0.900 -0.142 -0.016 -0.020 0.000 0.12
H 5.143 1.827 1.366 0.011 -0.001 -0.006 0.13
H 3.244 2.901 0.267 -0.026 0.012 -0.050 0.11
H 1.799 2.443 1.151 0.072 0.057 -0.016 0.02
H 2.057 1.862 -0.518 -0.027 0.031 -0.178 0.05
C 1.166 -2.587 -3.199 0.317 0.176 -0.094 -0.17
Si 1.477 -0.800 -2.708 -0.312 -0.481 -0.061 0.46
C 1.324 0.283 -4.223 0.079 -0.021 -0.002 -0.18
C 3.149 -0.589 -1.906 -0.075 0.090 0.054 -0.15
C 0.016 -0.626 -1.498 -0.316 1.552 0.960 -0.29
H 1.891 -2.880 -3.962 -0.043 -0.094 0.006 0.04
H 0.168 -2.720 -3.620 -0.010 0.017 0.003 0.04
H 1.278 -3.265 -2.351 -0.001 -0.005 0.002 0.04
H 1.872 -0.185 -5.044 0.016 -0.042 0.032 0.05
H 1.759 1.272 -4.079 0.121 -0.127 -0.175 0.02
H 0.290 0.403 -4.554 -0.008 0.003 0.018 0.05
H 3.917 -1.053 -2.528 -0.026 -0.007 -0.034 0.05
H 3.193 -1.049 -0.918 0.022 -0.074 -0.096 0.02
H 3.410 0.468 -1.805 0.003 -0.036 -0.010 0.03
H -0.052 -1.487 -0.834 0.043 -0.259 -0.338 -0.01
H -0.947 -0.460 -1.986 0.060 -0.312 -0.271 0.00
```
Forces are in eV/Å.

Values from the calculation:
E_LUMO, eV: -6.10
Energy relative to the best compared isomer or geometry (same formula, charge and spin), kcal/mol: 31.80
Charge: +2
F_max, eV Å⁻¹: 1.853

=====

[3]
Computed, not measured: a molecular structure, C24H27N9SSbSiSn, with wB97M-V/def2-TZVPD.

XYZ file:
```
64
Properties=species:S:1:pos:R:3:forces:R:3:nbo_charge:R:1
Sn -0.643 -1.293 -0.947 -0.004 0.432 -0.566 1.88
N 1.538 -3.557 -2.551 0.468 -0.455 -0.327 -0.58
C 0.294 -3.993 -2.234 -0.999 0.143 0.352 0.48
N -0.211 -5.168 -2.529 1.371 0.020 -0.447 -0.32
N -1.448 -5.161 -2.056 -0.782 -0.751 -0.068 -0.02
N -1.735 -4.067 -1.507 -0.910 0.729 0.685 -0.11
N -0.647 -3.259 -1.581 0.655 0.053 -0.192 -0.60
C 2.068 -2.371 -2.175 -0.067 1.126 0.498 0.48
N 3.315 -1.977 -2.355 -0.126 -1.306 -0.518 -0.32
N 3.394 -0.769 -1.834 0.475 0.676 0.159 -0.04
N 2.284 -0.393 -1.349 -0.630 0.461 0.242 -0.16
N 1.381 -1.383 -1.543 -0.209 -0.592 -0.402 -0.57
H 2.148 -4.211 -3.015 0.047 -0.047 -0.036 0.45
S -0.335 -1.251 1.481 -0.046 0.057 -0.553 -0.60
Sb 1.021 0.701 1.758 -0.006 0.118 0.162 1.73
C 3.089 0.259 1.469 -0.805 0.316 0.350 -0.25
C 3.591 -0.874 2.085 -0.197 -0.096 0.112 -0.27
C 4.906 -1.231 1.843 0.003 -0.101 0.015 -0.19
C 5.686 -0.469 0.989 -0.026 -0.050 0.080 -0.17
C 5.170 0.672 0.398 -0.008 0.125 -0.003 -0.17
C 3.862 1.053 0.640 0.010 0.218 0.079 -0.24
C 0.440 1.055 3.791 0.306 -0.023 -0.749 -0.38
C -0.909 1.044 4.111 -0.218 -0.080 -0.183 -0.17
C -1.297 1.280 5.419 -0.047 0.014 -0.014 -0.22
C -0.343 1.517 6.396 -0.010 -0.005 -0.057 -0.16
C 1.002 1.512 6.069 0.103 0.013 0.085 -0.19
C 1.401 1.282 4.762 0.253 0.030 -0.147 -0.22
C 0.253 2.211 0.460 0.402 -0.532 0.475 -0.30
C -0.734 3.056 0.940 -0.099 0.059 0.243 -0.26
C -1.255 4.023 0.096 -0.121 0.024 0.031 -0.19
C -0.786 4.146 -1.203 0.045 -0.077 -0.037 -0.18
C 0.206 3.298 -1.668 0.000 0.034 0.036 -0.19
C 0.734 2.323 -0.835 0.145 -0.112 -0.204 -0.29
H 2.960 -1.473 2.731 0.082 -0.085 0.011 0.23
H 5.310 -2.111 2.315 0.075 -0.113 0.033 0.23
H 6.700 -0.773 0.780 0.106 0.004 -0.016 0.23
H 5.779 1.257 -0.271 0.069 0.082 -0.079 0.23
H 3.452 1.936 0.169 0.039 -0.001 -0.042 0.23
H -1.656 0.829 3.354 -0.012 0.027 0.054 0.22
H -2.344 1.278 5.677 -0.112 -0.018 0.007 0.23
H -0.649 1.702 7.415 -0.022 0.005 0.081 0.23
H 1.745 1.686 6.831 0.079 0.013 0.060 0.23
H 2.452 1.275 4.503 0.074 0.030 0.060 0.23
H -1.076 2.978 1.966 -0.070 0.044 -0.041 0.23
H -2.031 4.681 0.453 -0.063 0.100 0.071 0.23
H -1.189 4.905 -1.855 -0.067 0.086 -0.036 0.23
H 0.583 3.398 -2.674 0.024 0.008 -0.105 0.23
H 1.500 1.647 -1.193 -0.001 0.077 -0.041 0.26
C -4.405 -1.736 -1.225 0.252 0.424 -0.468 -1.12
Si -3.681 -0.776 -2.687 0.483 0.437 0.117 1.61
C -3.285 -1.944 -4.129 -0.233 0.409 0.496 -1.11
C -4.554 0.852 -3.170 0.014 -0.839 0.108 -1.09
C -2.000 0.025 -2.091 0.336 -1.084 0.655 -1.22
H -5.374 -2.156 -1.474 -0.168 -0.095 -0.074 0.26
H -4.536 -1.123 -0.337 -0.011 0.194 0.105 0.24
H -3.747 -2.569 -0.975 0.037 -0.124 -0.052 0.26
H -4.032 -2.728 -4.205 -0.131 -0.107 0.038 0.26
H -2.329 -2.435 -3.961 0.128 -0.085 0.033 0.24
H -3.246 -1.441 -5.090 0.055 0.176 -0.096 0.25
H -5.540 0.664 -3.577 -0.276 -0.053 -0.133 0.25
H -3.992 1.394 -3.926 0.177 -0.027 -0.115 0.24
H -4.684 1.512 -2.318 0.044 0.025 0.238 0.24
H -2.167 0.867 -1.424 -0.057 0.102 0.091 0.25
H -1.405 0.371 -2.936 0.178 -0.033 -0.059 0.26
```
Forces are in eV/Å.

Values from the calculation:
E_LUMO, eV: -3.62
Energy relative to the best compared isomer or geometry (same formula, charge and spin), kcal/mol: 0.00
Charge: +1
F_max, eV Å⁻¹: 1.442